# 1
Molecular formula: C22H20BrGaN
Method: DFT, the ωB97M-V functional and the def2-TZVPD basis

The geometry in XYZ format:
```
45
Properties=species:S:1:pos:R:3
C -3.440 0.369 -1.967
C -3.130 1.550 -1.286
C -1.724 1.887 -1.577
H -3.818 2.171 -0.719
C -1.234 0.809 -2.453
C -2.294 -0.074 -2.686
H -2.301 -0.903 -3.402
H -4.417 -0.112 -2.017
H -1.269 2.881 -1.498
H -0.256 0.819 -2.934
Ga -0.863 1.159 0.132
Br -1.693 2.260 1.943
C -1.502 -1.964 1.919
C -1.629 -2.882 0.837
C -2.972 -2.819 0.358
H -0.826 -3.499 0.440
C -3.680 -1.886 1.177
C -2.744 -1.300 2.075
H -2.936 -0.455 2.737
H -0.602 -1.773 2.493
H -3.374 -3.337 -0.512
H -4.728 -1.614 1.101
C 3.153 -2.701 -1.623
C 1.800 -2.564 -1.947
C 0.983 -1.651 -1.274
C 1.565 -0.775 -0.333
C 2.915 -0.961 0.026
C 3.705 -1.908 -0.614
N 0.839 0.273 0.234
C 1.566 1.344 0.847
C 1.734 1.365 2.246
C 2.170 2.534 2.861
C 2.485 3.664 2.097
C 2.334 3.634 0.705
C 1.894 2.478 0.072
H 3.800 -3.403 -2.152
H 1.404 -3.180 -2.756
H -0.087 -1.583 -1.492
H 3.332 -0.341 0.825
H 4.739 -2.005 -0.303
H 1.514 0.457 2.812
H 2.310 2.562 3.943
H 2.898 4.557 2.578
H 2.587 4.508 0.104
H 1.790 2.409 -1.015
```

As for the charge: -1. Its lowest unoccupied orbital energy is 2.62 eV. As for the spin multiplicity: 1.

# 2
Molecular formula: C22H20BrN5O3S4Zr
Method: DFT, the ωB97M-V functional and the def2-TZVPD basis

The geometry in XYZ format:
```
56
Properties=species:S:1:pos:R:3
Zr 0.168 -0.263 -0.122
Br 3.550 5.137 -4.130
C 2.950 3.867 -2.867
C 1.854 3.149 -3.087
C 1.335 2.128 -2.106
C 2.349 1.825 -1.008
C 3.483 2.711 -0.816
C 3.766 3.707 -1.668
N 2.157 0.821 -0.185
C 2.988 0.379 0.810
C 2.587 -0.649 1.689
C 3.489 -1.165 2.664
C 3.095 -2.177 3.484
C 1.795 -2.717 3.378
C 0.966 -2.186 2.433
N 1.337 -1.181 1.612
H 1.314 3.268 -4.015
H 1.159 1.212 -2.684
H 4.084 2.594 0.073
H 4.589 4.385 -1.498
H 3.984 0.785 0.918
H 4.483 -0.746 2.731
H 3.785 -2.570 4.219
H 1.452 -3.517 4.016
H -0.051 -2.536 2.288
O -0.971 -2.035 -0.170
N -0.717 -3.181 -0.809
C -1.691 -4.117 -0.730
C -1.527 -5.324 -1.342
C -0.334 -5.556 -2.044
C 0.627 -4.587 -2.105
C 0.452 -3.338 -1.469
S 1.611 -2.084 -1.483
H -2.552 -3.799 -0.163
H -2.309 -6.064 -1.272
H -0.170 -6.502 -2.541
H 1.552 -4.743 -2.640
S -4.453 1.239 1.077
C -2.899 0.907 0.685
S -1.704 0.204 1.706
S -2.611 1.402 -0.985
C 0.166 4.756 -0.200
C 0.025 3.270 -0.262
N 0.090 2.497 0.742
O 0.264 3.146 1.948
C -0.118 2.535 -1.583
C -0.899 3.325 -2.622
N -0.889 1.262 -1.249
O -0.496 0.133 -2.002
H 0.864 5.039 0.585
H -0.796 5.219 0.026
H 0.522 5.151 -1.150
H 0.032 2.459 2.582
H -0.375 4.236 -2.899
H -1.878 3.604 -2.236
H -1.036 2.724 -3.521
```

Its lowest unoccupied orbital energy (spin up / spin down) is -0.75 / -0.75 eV. As for the spin multiplicity: 1.

# 3
Molecular formula: C22H20BrNSc
Method: DFT, the ωB97M-V functional and the def2-TZVPD basis

The geometry in XYZ format:
```
45
Properties=species:S:1:pos:R:3
C -0.756 0.490 -3.620
C 0.492 1.120 -3.370
C 1.291 0.223 -2.574
H 0.789 2.100 -3.734
C 0.504 -0.947 -2.324
C -0.761 -0.775 -2.972
H -1.564 -1.512 -3.009
H -1.549 0.893 -4.249
H 2.302 0.403 -2.229
H 0.823 -1.839 -1.794
Sc -0.342 0.959 -1.084
Br 1.081 3.006 -0.758
C -2.125 1.640 0.402
C -2.709 0.509 -0.249
C -2.985 0.871 -1.602
H -2.967 -0.441 0.209
C -2.562 2.212 -1.801
C -2.047 2.703 -0.564
H -1.686 3.711 -0.383
H -1.832 1.702 1.443
H -3.470 0.223 -2.333
H -2.630 2.785 -2.723
C -1.194 -3.744 2.338
C -1.581 -3.422 1.022
C -1.098 -2.249 0.437
C -0.224 -1.393 1.160
C 0.146 -1.729 2.478
C -0.333 -2.900 3.058
N 0.272 -0.243 0.601
C 1.451 0.320 1.121
C 1.411 1.316 2.121
C 2.605 1.850 2.618
C 3.834 1.401 2.111
C 3.879 0.431 1.099
C 2.690 -0.101 0.598
H -1.575 -4.664 2.791
H -2.250 -4.062 0.444
H -1.387 -1.985 -0.582
H 0.815 -1.048 2.995
H -0.021 -3.143 4.069
H 0.438 1.671 2.453
H 2.564 2.612 3.394
H 4.764 1.813 2.505
H 4.821 0.074 0.690
H 2.674 -0.842 -0.203
```

As for the charge: -1. Its lowest unoccupied orbital energy is 2.75 eV. For the relative energy (zero: lowest compared OMol25 entry of this formula, charge and spin), the calculation gives 0.0000 eV. As for the spin multiplicity: 1.

# 4
Molecular formula: C22H20Cl2N2NiO2
Method: DFT, the ωB97M-V functional and the def2-TZVPD basis

The geometry in XYZ format:
```
49
Properties=species:S:1:pos:R:3
Ni -0.397 0.608 -1.265
Cl 0.540 -5.409 -5.164
C 0.195 -4.145 -4.024
C -0.343 -4.489 -2.769
C -0.625 -3.524 -1.846
Cl -1.275 -3.959 -0.307
C -0.392 -2.136 -2.106
O -0.684 -1.268 -1.220
C 0.154 -1.828 -3.383
C 0.434 -0.485 -3.755
O 0.277 0.541 -3.071
C 0.439 -2.843 -4.329
H -0.532 -5.527 -2.533
H 0.848 -0.338 -4.761
H 0.853 -2.572 -5.292
C 3.002 1.032 0.453
C 2.289 -0.317 0.354
C 1.369 -0.604 1.515
C 1.764 -1.504 2.495
C 0.958 -1.771 3.591
C -0.268 -1.143 3.706
C -0.707 -0.239 2.742
C -2.077 0.378 2.888
C -2.123 1.492 3.934
C 0.133 0.038 1.661
N -0.301 0.943 0.651
C -0.376 2.214 0.878
C -0.796 3.051 -0.181
C -0.897 4.431 -0.361
C -1.230 4.622 -1.695
C -1.296 3.358 -2.279
N -1.052 2.395 -1.374
H 3.693 1.166 -0.380
H 3.573 1.096 1.381
H 2.298 1.864 0.436
H 3.036 -1.113 0.311
H 1.737 -0.379 -0.589
H 2.720 -2.004 2.393
H 1.281 -2.479 4.343
H -0.916 -1.368 4.545
H -2.773 -0.412 3.180
H -2.425 0.755 1.926
H -1.772 1.132 4.902
H -3.140 1.867 4.059
H -1.489 2.333 3.648
H -0.036 2.677 1.802
H -0.746 5.190 0.391
H -1.411 5.560 -2.193
H -1.510 3.110 -3.307
```

Its lowest unoccupied orbital energy (spin up / spin down) is -0.57 / -0.57 eV. As for the spin multiplicity: 1.

# 5
Molecular formula: C22H20Cl3CoN2OS2
Method: DFT, the ωB97M-V functional and the def2-TZVPD basis

The geometry in XYZ format:
```
51
Properties=species:S:1:pos:R:3
Co 0.673 0.738 -0.481
C 2.235 -1.896 -0.293
N 0.822 -1.468 -0.425
C 0.019 -1.859 0.749
C 0.503 -1.121 1.984
N 0.521 0.346 1.804
C -0.773 0.935 2.210
C 1.629 0.932 2.539
C 1.661 0.835 3.927
C 2.724 1.349 4.649
C 3.770 1.963 3.969
C 3.743 2.056 2.589
C 2.673 1.547 1.843
S 2.676 1.719 0.094
C 0.275 -1.925 -1.678
C -0.443 -3.100 -1.783
C -0.900 -3.537 -3.023
C -0.615 -2.825 -4.181
C 0.119 -1.659 -4.097
C 0.536 -1.168 -2.848
S 1.242 0.398 -2.764
H 2.290 -2.965 -0.058
H 2.730 -1.314 0.480
H 2.757 -1.710 -1.228
H 0.102 -2.934 0.946
H -1.018 -1.616 0.526
H 1.512 -1.440 2.235
H -0.136 -1.401 2.829
H -1.004 0.707 3.256
H -1.562 0.543 1.571
H -0.728 2.014 2.087
H 0.843 0.348 4.450
H 2.739 1.268 5.729
H 4.611 2.370 4.518
H 4.557 2.533 2.056
H -0.662 -3.687 -0.902
H -1.471 -4.456 -3.080
H -0.965 -3.178 -5.141
H 0.346 -1.080 -4.983
Cl -5.378 3.961 -2.745
C -4.154 2.871 -2.151
C -2.946 3.374 -1.704
C -2.000 2.482 -1.242
Cl -0.452 3.048 -0.656
C -2.177 1.086 -1.192
O -1.278 0.270 -0.732
C -3.427 0.646 -1.664
Cl -3.727 -1.065 -1.652
C -4.399 1.509 -2.133
H -2.747 4.437 -1.718
H -5.344 1.119 -2.485
```

Its lowest unoccupied orbital energy (spin up / spin down) is 0.45 / -2.85 eV. For the relative energy (zero: lowest compared OMol25 entry of this formula, charge and spin), the calculation gives 0.1654 eV. As for the spin multiplicity: 5.

# 6
Molecular formula: C22H20Cl3CoN2OS2
Method: DFT, the ωB97M-V functional and the def2-TZVPD basis

The geometry in XYZ format:
```
51
Properties=species:S:1:pos:R:3
Co -0.088 -0.315 -0.840
C -0.123 2.726 -0.775
N -1.004 1.616 -0.348
C -1.166 1.575 1.121
C 0.075 1.035 1.811
N 0.473 -0.318 1.358
C 1.930 -0.469 1.541
C -0.274 -1.367 2.044
C 0.112 -1.769 3.318
C -0.568 -2.771 3.990
C -1.654 -3.383 3.380
C -2.047 -2.984 2.116
C -1.377 -1.970 1.424
S -1.984 -1.468 -0.152
C -2.261 1.695 -1.050
C -3.306 2.471 -0.574
C -4.490 2.575 -1.289
C -4.640 1.916 -2.504
C -3.604 1.151 -2.996
C -2.403 1.016 -2.280
S -1.158 -0.004 -2.893
H -0.552 3.688 -0.474
H -0.009 2.691 -1.856
H 0.868 2.596 -0.348
H -2.022 0.935 1.336
H -1.365 2.575 1.523
H -0.111 1.031 2.891
H 0.923 1.699 1.636
H 2.239 -0.261 2.570
H 2.435 0.227 0.878
H 2.222 -1.486 1.285
H 0.960 -1.299 3.798
H -0.247 -3.073 4.978
H -2.194 -4.173 3.887
H -2.891 -3.458 1.632
H -3.202 3.002 0.363
H -5.297 3.180 -0.897
H -5.564 1.999 -3.059
H -3.701 0.624 -3.936
Cl 6.548 -2.579 -2.509
C 5.093 -1.686 -2.166
C 3.918 -2.366 -1.903
C 2.783 -1.627 -1.636
Cl 1.284 -2.463 -1.272
C 2.731 -0.221 -1.620
O 1.658 0.462 -1.371
C 3.969 0.403 -1.882
Cl 4.018 2.139 -1.842
C 5.125 -0.301 -2.154
H 3.889 -3.446 -1.903
H 6.046 0.229 -2.352
```

Its lowest unoccupied orbital energy (spin up / spin down) is 0.51 / -2.59 eV. For the relative energy (zero: lowest compared OMol25 entry of this formula, charge and spin), the calculation gives 0.0509 eV. As for the spin multiplicity: 5.

# 7
Molecular formula: C22H20ClNO6
Method: DFT, the ωB97M-V functional and the def2-TZVPD basis

The geometry in XYZ format:
```
50
Properties=species:S:1:pos:R:3
C 3.817 3.889 -1.415
C 5.082 4.073 -0.575
C 6.261 4.330 -1.525
C 4.904 5.350 0.304
O 5.435 2.850 0.193
C 4.648 2.346 1.131
O 3.619 2.867 1.562
N 5.040 1.115 1.626
C 4.118 0.298 2.385
C 3.000 -0.377 1.607
O 3.179 -0.474 0.390
O 1.966 -0.871 2.327
C 0.744 -0.956 1.730
C 0.246 0.098 0.946
C -1.058 0.109 0.462
O -1.474 1.190 -0.219
C -2.714 1.175 -0.731
O -3.202 2.117 -1.385
C -3.627 0.064 -0.506
C -3.284 -0.995 0.281
C -4.315 -2.003 0.629
C -4.654 -2.302 1.944
C -5.616 -3.246 2.232
C -6.307 -3.874 1.209
C -6.043 -3.557 -0.117
C -5.030 -2.626 -0.435
C -1.911 -0.978 0.762
C -1.386 -2.096 1.443
C -0.102 -2.051 1.989
Cl 0.462 -3.327 3.057
H 3.759 2.891 -1.852
H 3.783 4.601 -2.209
H 2.966 4.082 -0.739
H 6.041 5.197 -2.163
H 7.158 4.469 -0.917
H 6.444 3.485 -2.190
H 3.990 5.280 0.842
H 4.931 6.253 -0.330
H 5.752 5.417 0.971
H 5.626 0.605 0.989
H 3.700 0.859 3.217
H 4.668 -0.531 2.857
H 0.836 0.990 0.714
H -4.641 0.050 -0.864
H -4.106 -1.806 2.758
H -5.820 -3.483 3.303
H -7.093 -4.572 1.427
H -6.631 -4.027 -0.883
H -4.783 -2.413 -1.473
H -1.919 -3.026 1.699
```

Its lowest unoccupied orbital energy is -0.34 eV. For the relative energy (zero: lowest compared OMol25 entry of this formula, charge and spin), the calculation gives 1.1568 eV. As for the spin multiplicity: 1. The SMILES is CC(C)(C)OC(=O)NCC(=O)Oc1cc2oc(=O)cc(-c3ccccc3)c2cc1Cl.

# 8
Molecular formula: C22H20F4N
Method: DFT, the ωB97M-V functional and the def2-TZVPD basis

The geometry in XYZ format:
```
47
Properties=species:S:1:pos:R:3
C -2.958 -2.627 -1.587
C -1.601 -2.074 -1.296
C -1.164 -0.786 -1.049
C 0.299 -0.766 -1.099
C 0.636 0.071 0.245
C 0.320 1.504 0.349
C 1.052 2.437 -0.314
C 0.896 3.862 -0.206
C 0.054 4.391 0.813
C -0.179 5.762 0.855
F -0.991 6.266 1.849
C 0.389 6.657 -0.062
C 1.249 6.109 -1.029
F 1.870 6.964 -1.910
C 1.509 4.755 -1.121
C 0.238 -0.760 1.404
C 1.104 -1.750 1.858
C 0.709 -2.549 2.929
F 1.585 -3.484 3.405
C -0.543 -2.415 3.544
C -1.379 -1.417 3.058
F -2.608 -1.262 3.645
C -1.016 -0.574 1.995
C 0.650 -2.168 -1.308
C 1.994 -2.743 -1.474
N -0.482 -2.902 -1.378
C -0.551 -4.343 -1.693
H -3.666 -1.793 -1.634
H -3.009 -3.160 -2.553
H -3.361 -3.312 -0.815
H -1.826 0.064 -0.841
H 0.882 0.000 -1.811
H 1.733 -0.069 0.041
H -0.452 1.852 1.059
H 1.724 2.111 -1.121
H -0.363 3.746 1.591
H 0.187 7.715 -0.018
H 2.205 4.345 -1.856
H 2.058 -1.931 1.333
H -0.803 -2.996 4.438
H -1.749 0.114 1.567
H 2.706 -1.905 -1.574
H 2.236 -3.300 -0.557
H 2.113 -3.425 -2.335
H 0.464 -4.748 -1.773
H -1.071 -4.946 -0.920
H -1.090 -4.521 -2.642
```

As for the charge: +1. Its lowest unoccupied orbital energy is -4.47 eV. As for the spin multiplicity: 1. The SMILES is CC1=C[C@@H]([C@@H](/C=C/c2cc(F)cc(F)c2)c2cc(F)cc(F)c2)C(C)=[N+]1C.

# 9
Molecular formula: C22H20F5O4SeTeZn
Method: DFT, the ωB97M-V functional and the def2-TZVPD basis

The geometry in XYZ format:
```
54
Properties=species:S:1:pos:R:3
Zn 0.148 -1.522 -0.199
C 0.991 -4.106 -1.909
O 0.873 -2.680 -1.891
C 1.090 -2.062 -3.148
C 0.767 -0.589 -2.959
O 1.236 -0.117 -1.693
C 2.664 -0.024 -1.597
H 0.156 -4.546 -2.457
H 0.986 -4.439 -0.876
H 1.936 -4.387 -2.377
H 0.435 -2.488 -3.914
H 2.128 -2.226 -3.458
H -0.314 -0.437 -2.935
H 1.190 0.012 -3.767
H 3.044 0.629 -2.384
H 3.123 -1.011 -1.668
H 2.881 0.410 -0.623
O -1.198 -0.073 -0.116
O -0.069 0.669 0.606
F -3.333 -7.134 1.467
C -2.443 -6.150 1.503
C -2.569 -5.063 0.656
F -3.583 -4.994 -0.205
C -1.630 -4.050 0.716
F -1.817 -3.003 -0.139
C -0.547 -4.063 1.578
Se 0.779 -2.688 1.712
C -0.454 -5.167 2.419
F 0.553 -5.259 3.287
C -1.378 -6.198 2.390
F -1.251 -7.236 3.206
Te -0.448 2.083 -0.630
C -1.835 3.062 0.574
C -1.824 2.873 1.950
C -2.718 3.598 2.722
C -3.594 4.496 2.122
C -3.596 4.668 0.746
C -2.714 3.941 -0.042
C 1.232 3.206 -0.075
C 1.725 4.107 -1.011
C 2.818 4.898 -0.682
C 3.415 4.763 0.562
C 2.926 3.847 1.486
C 1.826 3.064 1.174
H -1.157 2.155 2.409
H -2.734 3.459 3.794
H -4.285 5.059 2.733
H -4.289 5.356 0.283
H -2.729 4.063 -1.119
H 1.269 4.205 -1.990
H 3.205 5.609 -1.398
H 4.270 5.376 0.816
H 3.399 3.747 2.454
H 1.442 2.355 1.897
```

As for the charge: +1. Its lowest unoccupied orbital energy is -3.35 eV. For the relative energy (zero: lowest compared OMol25 entry of this formula, charge and spin), the calculation gives 0.3302 eV. As for the spin multiplicity: 1.

> Look up the spin multiplicity of the eighth one.

1

> spin multiplicity of number 6 (C22H20Cl3CoN2OS2)?

5

> What is the spin multiplicity in the fourth record?

1